ORCA calculation (the ωB97M-V functional and the def2-TZVPD basis) on a cluster of 11 separate species, C41H64F24O25S3 in total at a distorted geometry.

Cartesian coordinates (Å):
O 7.08046 0.58167 -5.12292
S 6.15667 1.58184 -4.66241
O 5.57001 2.46054 -5.65295
O 4.88451 0.89061 -3.88791
C 3.81964 1.79950 -3.48349
C 2.57876 0.93184 -3.50089
C 6.82603 2.56200 -3.35134
H 3.67403 2.57656 -4.22784
H 4.00814 2.04832 -2.43970
H 2.34150 0.57005 -4.50383
H 1.69523 1.53033 -3.25166
H 2.55610 0.05846 -2.84995
H 7.32256 3.48530 -3.63431
H 7.30929 2.03094 -2.53242
H 5.97731 2.91018 -2.75304
O 6.67778 0.01340 -0.57141
S 6.19547 1.09446 0.24352
O 5.86064 2.36187 -0.34693
O 4.94593 0.60839 1.17978
C 3.64775 0.68606 0.58175
C 2.71165 0.65499 1.79780
C 7.33990 1.38692 1.60725
H 3.44219 -0.03769 -0.21555
H 3.52728 1.59173 -0.02687
H 2.89289 1.52063 2.42826
H 2.80036 -0.31867 2.27786
H 1.66354 0.70141 1.48880
H 8.28755 1.70077 1.17468
H 7.42086 0.42570 2.10544
H 6.92705 2.22208 2.16262
O 0.91511 8.58718 0.34245
S 1.87299 7.75126 0.99581
O 1.79471 7.53041 2.41850
O 1.97768 6.29955 0.29128
C 1.70130 6.17098 -1.10303
C 0.71271 4.99940 -1.29220
C 3.48060 8.41977 0.60543
H 2.65096 5.92676 -1.58192
H 1.21876 7.03082 -1.56606
H 0.95866 4.18425 -0.60705
H 0.69106 4.73257 -2.34395
H -0.22909 5.30614 -0.83041
H 3.47257 8.78336 -0.42037
H 4.31136 7.74726 0.81099
H 3.70812 9.28960 1.22403
C -4.30498 -3.30010 -4.03755
C -5.51131 -2.47256 -4.50195
O -5.53885 -2.53401 -5.93886
C -6.29310 -3.48776 -6.48106
O -7.05008 -4.19465 -5.89901
C -6.19525 -3.49890 -8.03597
F -7.36797 -3.17145 -8.57067
F -5.25711 -2.67027 -8.47556
F -5.87349 -4.73091 -8.47392
H -3.34762 -2.87929 -4.32750
H -4.50213 -4.22618 -4.58291
H -4.36120 -3.50884 -2.97127
H -5.37662 -1.41993 -4.25294
H -6.46751 -2.78159 -4.08412
C -3.99860 -1.75619 -0.51515
C -3.12620 -1.15704 0.61068
O -2.25173 -0.08721 0.22517
C -1.32516 -0.32513 -0.68071
O -1.03556 -1.42001 -1.07822
C -0.45152 0.87242 -1.05366
F 0.81638 0.45883 -1.10054
F -0.78920 1.35233 -2.24784
F -0.61450 1.85266 -0.16878
H -4.77863 -2.36346 -0.06944
H -3.34725 -2.38527 -1.11712
H -4.41998 -0.95025 -1.11741
H -2.40236 -1.95907 0.78763
H -3.71185 -0.78276 1.44096
C -5.93087 2.16332 -4.98944
C -6.27385 1.61461 -3.60531
O -5.64666 2.41522 -2.59525
C -4.42012 2.11877 -2.24980
O -3.81824 1.10856 -2.50632
C -3.72473 3.21346 -1.43726
F -2.50707 3.47065 -1.90365
F -4.41366 4.35492 -1.40627
F -3.58148 2.77943 -0.18872
H -4.88752 1.89593 -5.14431
H -6.18350 3.22398 -4.97022
H -6.55734 1.79045 -5.79835
H -5.99737 0.56912 -3.47202
H -7.34689 1.60663 -3.41675
C -5.24118 -8.80125 -2.69349
C -4.30532 -7.70009 -2.19194
O -4.76284 -7.11700 -1.01123
C -4.24954 -5.97517 -0.59893
O -3.42404 -5.31258 -1.14782
C -4.68063 -5.62117 0.85497
F -5.09639 -4.36910 0.92648
F -5.51721 -6.48438 1.40776
F -3.56291 -5.70755 1.62268
H -6.31435 -8.61915 -2.76981
H -5.28240 -9.66357 -2.01544
H -4.80273 -9.21141 -3.60256
H -4.20790 -7.00797 -3.03096
H -3.36320 -8.23854 -2.05737
C -1.29186 3.41963 8.26426
C -1.64023 3.24795 6.78861
O -1.33786 1.89369 6.35924
C -2.32084 1.06668 6.02118
O -3.46325 1.16455 6.33139
C -1.82699 -0.07169 5.10545
F -1.97618 -1.22339 5.74866
F -2.59240 -0.15620 4.01160
F -0.58092 0.13725 4.71872
H -0.33763 3.00706 8.58088
H -2.05986 2.97870 8.90188
H -1.28381 4.49989 8.42343
H -0.81665 3.70127 6.22873
H -2.53301 3.74769 6.42372
C 5.36842 -3.49626 1.66943
C 4.07305 -4.20650 1.31705
O 3.59482 -3.73412 0.05782
C 2.59945 -4.38665 -0.52947
O 2.04974 -5.32556 -0.03971
C 2.29932 -3.81512 -1.94554
F 3.25718 -3.00851 -2.38792
F 2.08178 -4.82379 -2.78625
F 1.15896 -3.12319 -1.78655
H 5.97275 -3.68596 0.77449
H 5.90482 -4.01686 2.45788
H 5.21517 -2.42958 1.79912
H 3.28250 -3.89613 2.01273
H 4.09875 -5.29480 1.36150
C 0.41818 -2.17168 2.41781
C 0.24892 -3.68047 2.49297
O -0.02516 -4.08071 3.84620
C 0.47528 -5.21426 4.33670
O 1.10226 -6.02791 3.73615
C 0.07333 -5.33724 5.82651
F -0.51565 -4.24715 6.29109
F -0.78788 -6.35962 5.96587
F 1.16323 -5.64486 6.53507
H -0.52128 -1.76518 2.79662
H 0.53933 -1.94664 1.35471
H 1.23776 -1.67572 2.93397
H 1.08788 -4.16133 1.98506
H -0.61654 -4.09715 1.97175
C 4.98119 4.34712 2.43373
C 3.94319 4.59132 3.53397
O 2.68047 4.19391 3.05122
C 1.61105 4.65233 3.69918
O 1.60578 5.17856 4.76314
C 0.32106 4.15511 2.98578
F -0.59889 3.57852 3.76415
F -0.28271 5.22224 2.41152
F 0.66066 3.30121 2.02003
H 4.66893 4.77696 1.48353
H 5.16018 3.28510 2.26231
H 5.95786 4.75402 2.69794
H 3.93275 5.66745 3.73929
H 4.18836 4.17698 4.51459

Its energy is -192466.8974 eV. The calculation puts the gap between HOMO and LUMO at 10.943 eV. As for the spin multiplicity: 1. Its total charge is 0. The value obtained for the HOMO energy is -10.921 eV. For the molar mass, the calculation gives 1509.1 u.

ORCA calculation (the ωB97M-V functional and the def2-TZVPD basis) on the molecule C4H6P2 at a distorted geometry.

Cartesian coordinates (Å):
C -0.74407 0.33901 1.54252
C -1.06562 0.54155 0.13367
C 0.24619 -0.59976 1.75138
C -0.37180 -0.19496 -0.74751
P 0.70203 -1.45134 0.11403
P -0.13841 0.02068 -2.60552
H -1.21097 1.02715 2.17377
H -1.64675 1.42924 -0.07692
H 0.56310 -0.81620 2.80884
H 1.79593 -0.61141 -0.15643
H 1.05265 -0.76687 -2.51427
H 0.81772 1.08290 -2.42357

Its energy is -22820.4203 eV. The calculation puts the gap between HOMO and LUMO at 9.160 eV. As for the spin multiplicity: 1. Its total charge is 0. The value obtained for the HOMO energy is -8.664 eV. Its relative energy (zero: lowest compared OMol25 entry of this formula, charge and spin) is 13.3 kcal per mole. For the molar mass, the calculation gives 116.0 u.

ORCA calculation (the ωB97M-V functional and the def2-TZVPD basis) on a cluster of 6 separate species, C37H39N5O4S in total at a distorted geometry.

Cartesian coordinates (Å):
O 6.19727 7.13846 0.72312
C 5.83571 6.28800 -0.07386
C 4.45324 6.37415 -0.72158
C 3.66555 5.06671 -0.72759
C 2.66622 5.00308 -1.89255
C 2.08843 3.58215 -1.91677
C 1.27892 3.28973 -0.63436
O 1.27921 4.38556 0.29383
S 2.74392 4.79420 0.79515
O 3.32735 3.66667 1.44149
O 2.58928 5.98245 1.55388
C 6.69498 5.12206 -0.44008
C 7.45883 4.56534 0.54148
C 8.23353 3.47928 0.26372
C 8.25522 2.96629 -0.99746
C 7.50805 3.52611 -1.98722
C 6.71917 4.59531 -1.69896
H 3.88549 7.19670 -0.29894
H 4.63002 6.62712 -1.77116
H 4.31893 4.20906 -0.84652
H 1.84938 5.69872 -1.70747
H 3.15620 5.22484 -2.83669
H 1.53803 3.38530 -2.83112
H 2.94700 2.90810 -1.92544
H 1.65652 2.37574 -0.19455
H 0.24610 3.14464 -0.92265
H 7.44785 4.98073 1.53814
H 8.83052 3.02942 1.04130
H 8.86786 2.10116 -1.20540
H 7.55121 3.11309 -2.98285
H 6.10596 5.03545 -2.47317
N -0.02688 0.17042 0.25708
C -0.91741 0.50016 1.19399
C -1.30116 -0.34308 2.22301
C -0.73189 -1.60327 2.28498
C 0.19458 -1.96588 1.32195
C 0.51147 -1.04482 0.33448
H -1.34069 1.49535 1.10618
H -2.02824 -0.02172 2.95450
H -1.00633 -2.29349 3.07183
H 0.66287 -2.94081 1.33451
H 1.23463 -1.28620 -0.43760
N -3.87361 -2.47109 2.18662
C -3.66638 -3.60972 1.52256
C -4.39012 -4.76972 1.74048
C -5.38459 -4.74959 2.70473
C -5.61612 -3.57924 3.40666
C -4.83481 -2.47119 3.10778
H -2.87536 -3.57868 0.78019
H -4.18092 -5.66470 1.17255
H -5.97080 -5.63674 2.90503
H -6.38263 -3.52319 4.16783
H -4.98180 -1.53128 3.63032
N -2.06522 -7.01522 3.77665
C -2.83890 -6.28938 4.58311
C -3.19586 -6.68097 5.86481
C -2.72588 -7.89594 6.33529
C -1.92107 -8.66514 5.51072
C -1.62124 -8.17986 4.24681
H -3.18512 -5.34913 4.17094
H -3.82580 -6.04895 6.47590
H -2.98235 -8.23842 7.32989
H -1.53323 -9.61981 5.83872
H -0.99217 -8.74785 3.56978
N 3.24808 5.78111 -7.13958
C 2.07812 6.14062 -7.66419
C 1.31033 7.19269 -7.18659
C 1.78259 7.91022 -6.10031
C 2.99760 7.55000 -5.54071
C 3.68726 6.48363 -6.09723
H 1.74483 5.55037 -8.51073
H 0.36764 7.44079 -7.65450
H 1.21310 8.73732 -5.69589
H 3.40238 8.08377 -4.69126
H 4.64414 6.16976 -5.69250
N -7.04052 -6.36579 0.25745
C -6.59209 -7.61335 0.12301
C -7.28016 -8.61251 -0.54788
C -8.50708 -8.30033 -1.10951
C -8.99162 -7.00937 -0.97937
C -8.22155 -6.08460 -0.29070
H -5.62856 -7.81603 0.58039
H -6.86446 -9.60761 -0.62685
H -9.07700 -9.05186 -1.64093
H -9.94488 -6.72360 -1.40220
H -8.56106 -5.06171 -0.16796

Its energy is -65475.7050 eV. The calculation puts the gap between HOMO and LUMO at 9.831 eV. As for the spin multiplicity: 1. Its total charge is 0. The value obtained for the HOMO energy is -9.323 eV. For the molar mass, the calculation gives 649.8 u.

ORCA calculation (the ωB97M-V functional and the def2-TZVPD basis) on the molecule C2H3FO2S at a distorted geometry.

Cartesian coordinates (Å):
C -1.54007 0.65306 0.04921
C -0.14017 0.02917 -0.03565
O -1.97100 1.72503 -0.29025
O -2.30707 -0.34924 0.59950
F -4.31294 -0.45215 -0.97324
S -3.91925 -0.04408 0.51132
H 0.59744 0.69408 -0.03726
H -0.32395 -0.59698 -0.92000
H 0.06829 -0.72533 0.69990

Its energy is -19768.9531 eV. The calculation puts the gap between HOMO and LUMO at 9.863 eV. As for the spin multiplicity: 1. Its total charge is 0. The value obtained for the HOMO energy is -9.274 eV. Its relative energy (zero: lowest compared OMol25 entry of this formula, charge and spin) is 22.9 kcal per mole. For the molar mass, the calculation gives 110.1 u.

ORCA calculation (the ωB97M-V functional and the def2-TZVPD basis) on the molecule C5H8O2.

Cartesian coordinates (Å):
C 0.82063 -1.68570 -1.21779
C 0.01982 -0.78921 -0.31719
O -1.93528 -0.05772 2.05333
C -1.59753 0.89144 1.38585
C -0.16095 1.25628 1.12328
C 0.27375 0.50811 -0.12107
O 1.05218 1.27697 -0.94087
H 1.84797 -1.31288 -1.29489
H 0.87639 -2.66804 -0.73983
H 0.43144 -1.84083 -2.23108
H -0.71325 -1.26159 0.32779
H -2.34916 1.51036 0.85617
H -0.04421 2.33417 0.97690
H 0.45835 0.93871 1.96924
H 1.01985 0.89992 -1.82985

Its energy is -9408.5344 eV. The calculation puts the gap between HOMO and LUMO at 9.525 eV. As for the spin multiplicity: 1. Its total charge is 0. The value obtained for the HOMO energy is -8.781 eV. Its relative energy (zero: lowest compared OMol25 entry of this formula, charge and spin) is 29.9 kcal per mole. For the molar mass, the calculation gives 100.1 u.

ORCA calculation (the ωB97M-V functional and the def2-TZVPD basis) on a structure of composition C33H33N5S2Ti.

Cartesian coordinates (Å):
Ti -0.08909 0.87599 -0.30395
N -2.40859 -8.56855 -3.40159
C -2.00314 -7.53830 -3.05570
C -1.50532 -6.27816 -2.62971
C -1.80599 -5.08684 -3.32841
C -1.31071 -3.88078 -2.92732
C -0.48884 -3.71180 -1.75085
C -0.19526 -4.95332 -1.07831
C -0.67221 -6.16540 -1.50486
C -0.05722 -2.44525 -1.31222
C 0.17296 -1.39574 -2.32123
C 0.49475 -1.55901 -3.65852
C 0.79061 -0.27963 -4.19998
C 0.67307 0.62392 -3.18565
N 0.27795 -0.03577 -2.02401
C 0.23099 -2.17788 0.09591
C 0.25215 -3.00750 1.22188
C 0.49339 -2.19042 2.35952
C 0.63253 -0.90974 1.91184
N 0.45639 -0.87342 0.53505
H -2.46253 -5.13234 -4.19109
H -1.60139 -2.99323 -3.46794
H 0.51065 -4.94496 -0.26603
H -0.37131 -7.06698 -0.98109
H 0.56168 -2.50347 -4.17233
H 1.07495 -0.05254 -5.21776
H 0.80612 1.69157 -3.19268
H 0.05780 -4.06210 1.25479
H 0.57862 -2.51815 3.38695
H 0.81314 -0.00182 2.46655
C 0.20941 5.22561 -2.36328
C -0.15575 4.37914 -1.15515
S -1.04714 2.93539 -1.56103
C 0.24723 4.80423 0.06103
C 1.11083 6.02981 0.23832
S -0.11494 3.90929 1.54093
H -0.13579 4.74879 -3.27619
H 1.29236 5.35964 -2.43449
H -0.23929 6.22188 -2.29695
H 0.85745 6.81681 -0.47373
H 2.17468 5.79954 0.10091
H 0.99829 6.43759 1.24330
N 1.32505 1.90180 0.45336
C 1.24851 2.70216 1.42571
N 2.23854 2.79030 2.39625
C 3.26792 1.73310 2.33406
C 3.75878 1.33539 3.72070
C 2.60653 1.01400 4.67454
C 1.52007 2.11336 4.63944
C 1.94687 3.26801 3.74206
H 4.10333 2.08170 1.71937
H 2.83438 0.87212 1.82160
H 4.38552 2.12607 4.14603
H 4.40443 0.46127 3.60690
H 3.00289 0.90285 5.68720
H 2.17507 0.04979 4.40185
H 1.30149 2.48448 5.64486
H 0.58419 1.70638 4.24690
H 2.85118 3.74270 4.13721
H 1.18568 4.04058 3.68230
C -1.90502 0.78921 0.81883
C -2.69578 -0.17366 0.00343
C -2.76988 -1.52545 0.35447
C -3.40914 -2.44332 -0.45953
C -4.00342 -2.03468 -1.64791
C -3.94535 -0.69691 -2.00939
C -3.30227 0.22419 -1.19340
H -1.72600 0.43122 1.83354
H -2.32755 1.79382 0.81143
H -2.26513 -1.85995 1.25335
H -3.39816 -3.49296 -0.19032
H -4.46607 -2.76415 -2.30120
H -4.37819 -0.36517 -2.94654
H -3.25198 1.26566 -1.49203

Its energy is -86994.6966 eV. The calculation puts the gap between HOMO and LUMO at 3.731 eV. As for the spin multiplicity: 1. Its total charge is -2. The value obtained for the HOMO energy is 0.335 eV. Its relative energy (zero: lowest compared OMol25 entry of this formula, charge and spin) is 0.9 kcal per mole. For the molar mass, the calculation gives 611.7 u.

ORCA calculation (the ωB97M-V functional and the def2-TZVPD basis) on the molecule C7H11NO3S at a distorted geometry.

Cartesian coordinates (Å):
C 0.44038 -0.78911 -1.10815
C 1.82921 1.39267 0.30758
C -1.30271 0.28790 0.32703
C 0.83951 1.68718 -0.67033
C -0.94420 -0.79401 -0.67765
C -1.84649 -0.73960 -1.92046
C 2.17282 1.11096 2.63943
N 1.44626 -1.25701 -1.54221
O 3.00536 1.16724 0.11336
O -1.53943 2.31135 -1.43431
O 1.26898 1.31308 1.56985
S -0.80981 2.04552 -0.18579
H -2.37697 0.32318 0.48832
H -0.78905 0.14635 1.27399
H 1.12693 1.99044 -1.66062
H -1.07473 -1.76450 -0.17092
H -1.49415 -1.41872 -2.69514
H -1.87346 0.27270 -2.31591
H -2.85276 -1.03517 -1.63585
H 1.64385 0.57569 3.42957
H 2.51759 2.07733 3.01756
H 3.03250 0.53697 2.28507
H 1.78960 -2.16093 -1.82239

Its energy is -25901.5209 eV. The calculation puts the gap between HOMO and LUMO (spin up / spin down) at 7.444 / 7.442 eV. As for the spin multiplicity: 1. Its total charge is 0. The value obtained for the HOMO energy (spin up / spin down) is -7.760 / -7.759 eV. Its relative energy (zero: lowest compared OMol25 entry of this formula, charge and spin) is 106.6 kcal per mole. For the molar mass, the calculation gives 189.2 u.

ORCA calculation (the ωB97M-V functional and the def2-TZVPD basis) on a cluster of 3 separate species, C4H9NO in total.

Cartesian coordinates (Å):
C 0.50348 -2.17983 0.11748
O 0.52528 -0.84848 -0.05697
C -0.31089 -0.11886 0.66644
C -0.40059 1.31433 0.25213
C 0.66530 1.98139 -0.55607
N -0.61966 1.64809 -1.15330
H 1.18227 -2.65351 -0.59751
H -1.13484 -2.13638 0.11843
H 0.60079 -2.51686 1.15155
H -0.35233 -0.34438 1.73298
H -1.54963 -1.31607 0.34970
H -0.96543 1.92848 0.94995
H 1.54027 1.39427 -0.82646
H 0.85069 3.04961 -0.44085
H -0.53473 0.79819 -1.70751

Its energy is -7826.1330 eV. The calculation puts the gap between HOMO and LUMO at 8.945 eV. As for the spin multiplicity: 1. Its total charge is 0. The value obtained for the HOMO energy is -8.293 eV. Its relative energy (zero: lowest compared OMol25 entry of this formula, charge and spin) is 142.7 kcal per mole. For the molar mass, the calculation gives 87.1 u.